# C14H37AsKN4S4Si3

C14H37AsKN4S4Si3 as an isolated structure (ωB97M-V/def2-TZVPD, the OMol25 dataset).

XYZ file:
```
64
Properties=species:S:1:pos:R:3:forces:R:3:lowdin_charge:R:1
K -0.448 0.218 0.493 0.08 -0.42 0.37 0.19
S -0.121 -0.332 3.405 0.40 -0.08 -0.05 -0.31
S 1.841 -0.599 2.686 -0.41 0.15 0.04 -0.26
S 2.438 1.064 1.588 -0.03 -0.09 -0.32 -0.26
S 2.316 0.693 -0.489 0.06 0.18 0.30 -0.30
C -4.681 -2.890 -2.175 -0.08 -0.09 0.00 -0.23
Si -3.387 -3.925 -1.294 0.28 0.10 0.00 0.22
C -3.982 -4.364 0.429 -0.10 -0.07 -0.05 -0.23
C -3.184 -5.524 -2.262 -0.23 -0.03 0.04 -0.21
As -1.486 -2.591 -1.037 0.15 -0.06 -0.08 0.79
Si -0.765 -2.162 -3.246 -0.11 -0.07 0.29 0.25
C 1.023 -1.633 -3.241 0.03 -0.05 -0.13 -0.22
C -0.987 -3.596 -4.444 0.06 0.10 -0.10 -0.23
C -1.820 -0.730 -3.845 0.03 -0.02 -0.08 -0.22
Si 0.127 -3.982 0.033 -0.24 0.21 -0.18 0.26
C 1.834 -3.303 -0.273 0.07 -0.14 0.05 -0.22
C 0.060 -5.766 -0.567 0.12 -0.04 0.12 -0.23
C -0.308 -3.928 1.844 0.05 -0.08 0.02 -0.22
H -5.641 -3.415 -2.167 -0.01 0.03 -0.01 0.03
H -4.410 -2.716 -3.218 0.03 0.00 -0.01 0.01
H -4.816 -1.919 -1.698 0.01 0.01 0.03 0.03
H -4.953 -4.865 0.368 0.00 0.01 0.04 0.03
H -4.087 -3.480 1.058 0.00 0.04 -0.01 0.03
H -3.288 -5.044 0.926 0.03 -0.01 -0.01 0.01
H -4.166 -6.012 -2.276 0.04 -0.06 -0.04 0.03
H -2.476 -6.211 -1.801 0.03 0.02 0.03 0.01
H -2.879 -5.361 -3.295 0.01 0.04 0.01 0.00
H 1.704 -2.482 -3.167 -0.02 -0.02 0.01 0.02
H 1.270 -0.944 -2.430 -0.03 0.03 0.03 -0.04
H 1.226 -1.130 -4.192 0.04 0.02 0.02 0.03
H -0.547 -4.523 -4.073 0.02 -0.01 0.04 0.02
H -0.486 -3.336 -5.383 -0.01 -0.04 -0.02 0.03
H -2.038 -3.780 -4.672 -0.01 0.00 0.02 0.01
H -1.713 0.138 -3.193 0.03 0.01 0.03 0.00
H -2.881 -0.982 -3.883 -0.01 -0.02 0.01 0.01
H -1.503 -0.441 -4.852 -0.02 0.02 -0.01 0.03
H 2.212 -3.577 -1.260 -0.03 0.01 0.00 0.02
H 2.496 -3.757 0.473 0.03 0.03 -0.01 0.04
H 1.918 -2.221 -0.154 -0.04 0.04 0.00 -0.02
H 0.122 -5.855 -1.652 0.00 0.04 -0.03 0.02
H -0.840 -6.279 -0.226 -0.03 0.02 0.00 0.01
H 0.919 -6.291 -0.135 -0.02 -0.04 -0.03 0.03
H -0.250 -2.916 2.256 0.02 0.05 -0.02 -0.04
H 0.401 -4.553 2.398 -0.01 0.01 0.02 0.04
H -1.313 -4.309 2.037 -0.01 -0.01 -0.02 0.01
C -0.065 7.084 -3.289 -0.02 0.04 -0.02 -0.08
C -0.380 5.614 -3.036 0.06 0.04 0.02 -0.42
C -0.880 4.928 -4.300 -0.03 0.01 -0.06 -0.07
C -1.394 5.512 -1.900 -0.08 -0.06 0.08 -0.12
N -1.703 4.133 -1.560 0.02 -0.12 0.07 -0.12
C -0.955 3.217 -0.938 0.06 -0.12 -0.10 -0.13
N -1.605 2.075 -0.944 -0.29 0.49 -0.24 -0.06
N -2.771 2.317 -1.581 -0.01 0.06 0.02 -0.02
N -2.841 3.539 -1.957 0.04 0.05 -0.04 0.05
H 0.678 7.191 -4.079 0.01 -0.02 0.00 0.08
H 0.323 7.576 -2.396 0.00 -0.01 0.02 0.08
H -0.963 7.621 -3.607 -0.01 0.00 0.00 0.08
H 0.537 5.114 -2.707 -0.01 0.00 0.00 0.14
H -1.796 5.402 -4.662 -0.01 0.01 0.02 0.08
H -1.095 3.872 -4.139 0.01 -0.01 0.02 0.07
H -0.131 4.999 -5.089 0.01 -0.01 0.00 0.08
H -2.346 5.971 -2.171 0.04 0.02 -0.05 0.13
H -1.024 6.002 -0.998 0.02 0.02 -0.03 0.13
H 0.028 3.386 -0.527 0.04 -0.07 0.01 0.13
```
Positions in Å, forces in eV/Å.

Calculated values
total charge: -1
spin multiplicity: 1
LUMO energy: 2.13 eV
F_max: 0.62 eV/Å
DFT total energy: -165222.8282 eV
E_HOMO: -3.0 eV
gap between HOMO and LUMO: 5.181 eV